# 1
ORCA calculation (the ωB97M-V functional and the def2-TZVPD basis) on the molecule C4H7N3.

The electronic energy is -8727.9282 eV. The calculation puts the lowest unoccupied orbital energy at 0.59 eV. The calculation puts the HOMO energy at -8.654 eV. The SMILES is [H]/N=N\C#CNCC. The spin multiplicity is 1. For the gap between HOMO and LUMO, the calculation gives 0.33984 Ha.

```
14
C4H7N3 the ωB97M-V functional and the def2-TZVPD basis
C 1.53 1.52 -1.07
C 0.20 0.97 -0.57
N 0.36 0.34 0.73
C -0.18 -0.82 1.03
N -2.06 -3.43 0.44
C -0.64 -1.93 1.25
N -1.47 -2.97 1.44
H 2.25 0.70 -1.21
H 1.95 2.22 -0.34
H 1.41 2.05 -2.02
H -0.20 0.21 -1.25
H -0.55 1.77 -0.51
H 0.68 0.92 1.50
H -1.78 -2.92 -0.42
```

In the Mulliken picture, each atom carries the following charge in e: number 1, C, carries -1.100; number 2, C, carries -0.287; number 3, N, carries -0.274; number 4, C, carries 0.258; number 5, N, carries -0.412; number 6, C, carries -0.008; number 7, N, carries -0.164; number 8, H, carries 0.299; number 9, H, carries 0.297; number 10, H, carries 0.348; number 11, H, carries 0.290; number 12, H, carries 0.275; number 13, H, carries 0.250; number 14, H, carries 0.228

***

# 2
ORCA calculation (the ωB97M-V functional and the def2-TZVPD basis) on a structure of composition C13H31NO5.

The electronic energy is -25704.4739 eV. The calculation puts the lowest unoccupied orbital energy at 0.31 eV. The calculation puts the HOMO energy at -7.898 eV. The spin multiplicity is 1. For the gap between HOMO and LUMO, the calculation gives 0.30148 Ha.

```
50
C13H31NO5 the ωB97M-V functional and the def2-TZVPD basis
C 1.16 -2.44 4.22
C 0.95 -1.44 3.06
C 2.00 -1.82 1.97
C 1.65 -1.29 0.61
C 0.20 -1.65 0.28
C -0.90 -1.10 1.27
N -0.42 -1.59 2.61
O -1.45 -1.59 3.59
C -1.17 0.52 1.17
C -2.11 -1.84 0.83
C 1.13 0.04 3.54
H 2.10 -2.24 4.72
H 1.06 -3.46 3.84
H 0.44 -2.37 5.04
H 2.92 -1.34 2.29
H 2.01 -2.90 1.82
H 2.34 -1.71 -0.12
H 1.90 -0.23 0.68
H 0.20 -2.74 0.29
H -0.06 -1.43 -0.76
H -1.47 0.95 2.12
H -0.38 1.17 0.79
H -1.96 0.82 0.49
H -2.12 -2.91 1.03
H -2.99 -1.43 1.33
H -2.16 -1.64 -0.24
H 2.07 0.11 4.08
H 0.39 0.37 4.26
H 1.17 0.76 2.72
H -1.86 -2.45 3.69
C 0.02 3.93 -2.60
C 0.02 3.74 -4.15
O 1.21 3.33 -4.81
O 0.94 3.08 -2.06
H -0.90 3.44 -2.27
H 0.34 4.95 -2.38
H -0.44 4.61 -4.62
H -0.75 2.98 -4.28
H 1.72 2.75 -4.23
H 1.13 3.12 -1.11
C -0.71 -0.86 -2.61
C -0.65 0.56 -3.21
O -0.62 1.62 -2.31
O -1.93 -1.45 -2.97
H -0.64 -0.65 -1.54
H 0.16 -1.38 -3.00
H -1.38 0.81 -3.97
H 0.37 0.72 -3.54
H 0.05 2.28 -2.51
H -2.59 -0.76 -3.06
```

In the Mulliken picture, each atom carries the following charge in e: number 1, C, carries -1.866; number 2, C, carries 1.379; number 3, C, carries -1.197; number 4, C, carries -0.893; number 5, C, carries -0.611; number 6, C, carries 1.472; number 7, N, carries 0.540; number 8, O, carries -0.524; number 9, C, carries -1.459; number 10, C, carries -1.910; number 11, C, carries -1.721; number 12, H, carries 0.388; number 13, H, carries 0.429; number 14, H, carries 0.412; number 15, H, carries 0.458; number 16, H, carries 0.344; number 17, H, carries 0.463; number 18, H, carries 0.237; number 19, H, carries 0.566; number 20, H, carries -0.384; number 21, H, carries 0.406; number 22, H, carries 0.163; number 23, H, carries 0.436; number 24, H, carries 0.438; number 25, H, carries 0.444; number 26, H, carries 0.373; number 27, H, carries 0.488; number 28, H, carries 0.325; number 29, H, carries 0.322; number 30, H, carries 0.304; number 31, C, carries -0.503; number 32, C, carries -0.277; number 33, O, carries -0.538; number 34, O, carries -0.577; number 35, H, carries 0.378; number 36, H, carries 0.481; number 37, H, carries 0.411; number 38, H, carries 0.105; number 39, H, carries 0.336; number 40, H, carries 0.317; number 41, C, carries -0.102; number 42, C, carries -0.420; number 43, O, carries -0.675; number 44, O, carries -0.619; number 45, H, carries 0.287; number 46, H, carries 0.338; number 47, H, carries 0.269; number 48, H, carries 0.179; number 49, H, carries 0.446; number 50, H, carries 0.343

***

# 3
ORCA calculation (the ωB97M-V functional and the def2-TZVPD basis) on a structure of composition C18H21N3OZr.

The electronic energy is -26763.2477 eV. The calculation puts the lowest unoccupied orbital energy at -15.47 eV. The calculation puts the HOMO energy at -22.282 eV. The spin multiplicity is 1. The total charge is +4. For the gap between HOMO and LUMO, the calculation gives 0.25024 Ha.

```
44
C18H21N3OZr the ωB97M-V functional and the def2-TZVPD basis
Zr -0.34 0.40 -0.17
C 1.20 -1.34 3.53
C 2.56 -1.50 3.28
C 3.10 -0.99 2.10
C 2.28 -0.33 1.19
N 0.94 -0.26 1.41
C 0.42 -0.74 2.57
C 2.71 0.35 -0.04
C 4.02 0.64 -0.37
C 4.29 1.44 -1.49
C 3.20 1.91 -2.23
C 1.92 1.51 -1.91
N 1.69 0.77 -0.81
H 0.78 -1.69 4.45
H 3.17 -2.02 4.01
H 4.17 -1.13 1.93
H -0.65 -0.66 2.68
H 4.84 0.31 0.24
H 5.31 1.72 -1.76
H 3.37 2.55 -3.09
H 1.07 1.78 -2.51
C -2.65 1.84 -0.29
C -1.88 3.03 0.29
O -0.52 2.45 0.49
H -3.67 2.18 -0.47
H -2.76 1.00 0.43
H -2.25 1.54 -1.28
H -2.28 3.36 1.23
H -1.82 3.86 -0.39
H 0.11 3.09 0.86
N -0.58 -0.76 -2.16
C -1.70 -1.37 -1.50
C -1.36 -1.85 -0.20
C -2.37 -2.41 0.61
C -3.65 -2.49 0.12
C -3.98 -2.02 -1.17
C -2.99 -1.45 -1.99
H -0.82 -0.25 -3.03
H 0.22 -1.38 -2.37
H -0.32 -2.16 0.00
H -2.12 -2.87 1.56
H -4.41 -2.95 0.73
H -4.99 -2.09 -1.54
H -3.23 -1.04 -2.95
```

In the Mulliken picture, each atom carries the following charge in e: number 1, Zr, carries 1.083; number 2, C, carries -1.006; number 3, C, carries -0.429; number 4, C, carries -0.815; number 5, C, carries 0.887; number 6, N, carries -0.040; number 7, C, carries 0.104; number 8, C, carries 0.778; number 9, C, carries -0.863; number 10, C, carries -0.480; number 11, C, carries -0.874; number 12, C, carries -0.029; number 13, N, carries 0.114; number 14, H, carries 0.485; number 15, H, carries 0.511; number 16, H, carries 0.453; number 17, H, carries 0.583; number 18, H, carries 0.426; number 19, H, carries 0.508; number 20, H, carries 0.464; number 21, H, carries 0.474; number 22, C, carries -1.232; number 23, C, carries -0.033; number 24, O, carries -0.491; number 25, H, carries 0.490; number 26, H, carries 0.337; number 27, H, carries 0.433; number 28, H, carries 0.404; number 29, H, carries 0.368; number 30, H, carries 0.310; number 31, N, carries -0.271; number 32, C, carries 0.437; number 33, C, carries 0.072; number 34, C, carries -0.740; number 35, C, carries -0.633; number 36, C, carries -0.624; number 37, C, carries -0.767; number 38, H, carries 0.359; number 39, H, carries 0.312; number 40, H, carries 0.829; number 41, H, carries 0.598; number 42, H, carries 0.496; number 43, H, carries 0.495; number 44, H, carries 0.517

***

# 4
ORCA calculation (the ωB97M-V functional and the def2-TZVPD basis) on the molecule C4H9NO2.

The electronic energy is -9879.2634 eV. The calculation puts the lowest unoccupied orbital energy at 0.65 eV. The calculation puts the HOMO energy at -9.967 eV. The SMILES is C[C@@H](O)CNC=O. The spin multiplicity is 1. For the gap between HOMO and LUMO, the calculation gives 0.39025 Ha.

```
16
C4H9NO2 the ωB97M-V functional and the def2-TZVPD basis
C -2.06 -0.70 -0.32
C -0.65 -0.12 -0.49
O -0.80 1.24 -0.78
C 0.13 -0.35 0.81
N 1.53 0.07 0.81
C 2.25 0.75 -0.11
O 1.87 1.17 -1.19
H -2.04 -1.78 -0.14
H -2.64 -0.50 -1.23
H -2.57 -0.21 0.52
H -0.14 -0.65 -1.31
H 0.07 1.52 -1.12
H -0.39 0.19 1.61
H 0.11 -1.42 1.06
H 2.04 -0.15 1.65
H 3.29 0.91 0.22
```

In the Mulliken picture, each atom carries the following charge in e: number 1, C, carries -1.467; number 2, C, carries 0.430; number 3, O, carries -0.577; number 4, C, carries -0.604; number 5, N, carries -0.119; number 6, C, carries 0.047; number 7, O, carries -0.648; number 8, H, carries 0.391; number 9, H, carries 0.343; number 10, H, carries 0.352; number 11, H, carries 0.317; number 12, H, carries 0.390; number 13, H, carries 0.270; number 14, H, carries 0.290; number 15, H, carries 0.237; number 16, H, carries 0.347

***

# 5
ORCA calculation (the ωB97M-V functional and the def2-TZVPD basis) on a cluster of 2 separate species, Cl3H5Si3 in total.

The electronic energy is -61282.5941 eV. The calculation puts the lowest unoccupied orbital energy at -1.00 eV. The calculation puts the HOMO energy at -9.927 eV. The spin multiplicity is 1. For the gap between HOMO and LUMO, the calculation gives 0.32811 Ha.

```
11
Cl3H5Si3 the ωB97M-V functional and the def2-TZVPD basis
Si 0.80 0.23 1.04
Si 1.55 -0.86 -0.83
Si -3.55 0.21 -0.12
Cl -2.21 0.88 -1.48
Cl 0.40 -2.38 -1.30
Cl -2.96 1.47 1.52
H -0.43 -0.36 1.52
H 0.46 1.62 0.30
H 1.88 0.50 2.13
H 2.77 -1.45 -0.98
H 1.29 0.14 -1.79
```

In the Mulliken picture, each atom carries the following charge in e: number 1, Si, carries 0.265; number 2, Si, carries 0.585; number 3, Si, carries 0.359; number 4, Cl, carries -0.130; number 5, Cl, carries -0.222; number 6, Cl, carries -0.234; number 7, H, carries -0.109; number 8, H, carries -0.058; number 9, H, carries -0.098; number 10, H, carries -0.210; number 11, H, carries -0.147

***

# 6
ORCA calculation (the ωB97M-V functional and the def2-TZVPD basis) on a structure of composition Br3OP.

The electronic energy is -221462.4854 eV. The calculation puts the lowest unoccupied orbital energy at -1.14 eV. The calculation puts the HOMO energy at -9.420 eV. The spin multiplicity is 1. For the gap between HOMO and LUMO, the calculation gives 0.30427 Ha.

```
5
Br3OP the ωB97M-V functional and the def2-TZVPD basis
O -0.83 0.51 0.37
P 1.13 -0.06 1.00
Br -1.89 -0.77 -0.21
Br 2.21 1.39 -0.20
Br 1.07 -1.92 -0.18
```

In the Mulliken picture, each atom carries the following charge in e: number 1, O, carries -0.427; number 2, P, carries 0.463; number 3, Br, carries 0.085; number 4, Br, carries -0.042; number 5, Br, carries -0.078

***

# 7
ORCA calculation (the ωB97M-V functional and the def2-TZVPD basis) on a cluster of 2 separate species, C3H3N2OS in total.

The electronic energy is -19006.8500 eV. The calculation puts the lowest unoccupied orbital energy (alpha / beta) at -7.63 / -7.61 eV. The calculation puts the HOMO energy (alpha / beta) at -14.900 / -14.818 eV. The spin multiplicity is 1. The total charge is +1. For the gap between HOMO and LUMO (alpha / beta), the calculation gives 0.26720 / 0.26475 Ha.

```
10
C3H3N2OS the ωB97M-V functional and the def2-TZVPD basis
C 0.02 0.03 -0.06
C -0.47 -0.17 -1.33
C 0.96 -0.85 0.52
N 1.38 -1.92 -0.12
N 1.00 -2.19 -1.26
O 1.50 -3.92 -2.13
S -0.01 -1.51 -2.32
H -0.33 0.88 0.52
H -1.19 0.51 -1.76
H 1.37 -0.70 1.51
```

In the Mulliken picture, each atom carries the following charge in e: number 1, C, carries -0.372; number 2, C, carries -0.046; number 3, C, carries 0.121; number 4, N, carries -0.169; number 5, N, carries 0.092; number 6, O, carries -0.235; number 7, S, carries 0.428; number 8, H, carries 0.352; number 9, H, carries 0.380; number 10, H, carries 0.448

***

# 8
ORCA calculation (the ωB97M-V functional and the def2-TZVPD basis) on a cluster of 2 separate species, C7H4Cl2N2O3 in total.

The electronic energy is -41480.7027 eV. The calculation puts the lowest unoccupied orbital energy (alpha / beta) at 0.43 / -4.14 eV. As for the expectation value of S²: 2.033. The calculation puts the HOMO energy (alpha / beta) at -7.383 / -9.371 eV. The spin multiplicity is 3. For the gap between HOMO and LUMO (alpha / beta), the calculation gives 0.28722 / 0.19214 Ha.

```
18
C7H4Cl2N2O3 the ωB97M-V functional and the def2-TZVPD basis
C -2.06 0.10 -0.51
C -1.50 1.09 0.29
C -1.57 -1.15 -0.35
C 0.07 -0.44 1.31
C -0.39 0.81 1.14
C -0.56 -1.42 0.57
C 1.87 0.42 -0.53
N 2.75 0.97 0.07
N 1.20 0.02 -1.65
O 1.63 -1.03 -2.01
O 3.60 1.28 0.78
O 0.29 0.67 -2.04
Cl 0.39 2.16 1.97
Cl 0.05 -3.04 0.82
H -2.93 0.12 -1.15
H -1.80 2.08 0.10
H -1.96 -1.97 -0.83
H 0.93 -0.70 2.02
```

In the Mulliken picture, each atom carries the following charge in e: number 1, C, carries -0.640; number 2, C, carries -0.473; number 3, C, carries -0.483; number 4, C, carries -0.530; number 5, C, carries 0.310; number 6, C, carries 0.550; number 7, C, carries 0.334; number 8, N, carries 0.430; number 9, N, carries 0.930; number 10, O, carries -0.581; number 11, O, carries -0.473; number 12, O, carries -0.595; number 13, Cl, carries -0.179; number 14, Cl, carries -0.212; number 15, H, carries 0.394; number 16, H, carries 0.432; number 17, H, carries 0.490; number 18, H, carries 0.295